Entry 1:
Density functional theory data (ωB97M-V/def2-TZVPD) for a 2-piece molecular cluster, C36H31F4N4 overall at a distorted geometry.

## Properties
E_tot in eV: -54656.9519
Relative energy (zero: lowest compared OMol25 entry of this formula, charge and spin) in kJ/mol: 18.8
Spin multiplicity: 1
Molar mass in g/mol: 595.7
Charge: +1
Largest force on an atom in hartree/bohr: 0.03891
Gap between HOMO and LUMO in eV: 3.125

Positions of all 75 atoms, in Å:
F 2.2083 -3.4938 -1.8477
F -4.8729 -1.6341 4.0946
F -6.7346 -3.3613 0.0867
F -1.8485 -4.9512 -3.8262
N -0.8570 2.8019 0.1207
N 1.3709 2.5452 1.6839
N 0.5758 -0.3248 -1.1447
N 3.3554 0.7532 1.0045
C 5.3936 -2.2946 0.1652
C -1.9901 5.8249 -3.8822
C 3.6819 1.8263 1.9130
C 3.2905 -3.4582 1.5896
C 0.2021 -4.2706 -2.8423
C -1.1875 -4.3442 -2.7790
C 4.5115 0.0053 0.5095
C 0.8334 -3.6333 -1.7760
C -0.9153 4.8173 -1.9489
C 5.3483 -3.6753 0.3386
C -4.3896 -2.9868 0.1937
C -3.0764 4.0208 -2.6868
C -3.0722 4.9507 -3.7254
C -1.2858 -3.1289 -0.6686
C -5.6383 -2.9185 0.7963
C 0.0310 1.7841 -0.1768
C -3.2378 -2.5290 0.9054
C -2.0955 2.9497 -0.6584
C -1.9162 -2.4220 0.3832
C -5.8524 -2.4303 2.0820
C 2.1553 0.7049 0.3457
C -1.0080 3.1410 1.5219
C 0.3193 3.3856 2.1945
C -1.9378 -3.8271 -1.7314
C 4.3953 -1.4850 0.7124
C 4.2962 -4.2617 1.0500
C 0.1512 -3.1254 -0.6946
C -2.0018 3.9474 -1.7937
C -3.4413 -2.1038 2.2595
C 3.3559 -2.0672 1.4509
C -0.2040 0.7547 -1.1147
C 1.7595 -0.3323 -0.5377
C -0.9112 5.7530 -2.9953
C 1.1981 1.7118 0.6166
C -4.7124 -2.0569 2.7937
C 2.4493 2.3397 2.6122
H -3.9159 3.3350 -2.5519
H 4.6880 0.2389 -0.5575
H 0.2234 3.2049 3.2748
H -2.5826 -1.8118 2.8622
H -0.0761 4.7665 -1.2523
H 2.5943 -1.4355 1.9146
H -1.2589 -1.7428 0.9322
H -1.0576 0.7484 -1.7955
H -2.8710 3.2809 0.0479
H 6.1374 -4.2976 -0.0829
H 2.1426 1.6051 3.3792
H 4.2573 -5.3429 1.1832
H -6.8446 -2.3429 2.5082
H -3.9162 4.9963 -4.4132
H -2.4109 1.9678 -1.0399
H 5.3859 0.3801 1.0631
H 4.3840 1.4211 2.6520
H -0.0626 6.4269 -3.1148
H 2.4531 -3.9016 2.1301
H 2.3939 -1.2035 -0.7138
H -3.0148 -3.9405 -1.7566
H 0.6972 -2.7039 0.1473
H 0.7692 -4.6692 -3.6751
H -1.9897 6.5554 -4.6924
H -1.5466 2.3263 2.0399
H 6.2030 -1.8190 -0.3963
H -4.3197 -3.3506 -0.8240
H 2.6587 3.2918 3.1144
H 0.6006 4.4431 2.0668
H -1.6274 4.0394 1.5786
H 4.2098 2.6324 1.3781



Entry 2:
Density functional theory data (ωB97M-V/def2-TZVPD) for a 2-piece molecular cluster, C6H11BrN2 overall at a distorted geometry.

## Properties
E_tot in eV: -79421.9215
Relative energy (zero: lowest compared OMol25 entry of this formula, charge and spin) in kJ/mol: 80.7
Spin multiplicity: 1
Molar mass in g/mol: 191.1
Largest force on an atom in hartree/bohr: 0.02109
Gap between HOMO and LUMO in eV: 5.363

Positions of all 20 atoms, in Å:
Br 4.0721 -22.3658 5.8733
N 4.5292 -23.7546 -1.5701
N 3.8492 -23.0444 0.3432
C 3.8902 -22.3313 1.6617
C 5.3521 -23.8885 -2.7787
C 2.8369 -23.7889 -0.1813
C 4.8596 -23.0156 -0.5168
C 2.5983 -22.3997 2.4025
C 3.2575 -24.2230 -1.4007
H 4.2405 -21.3227 1.4579
H 1.9193 -23.9507 0.3509
H 5.6315 -22.9037 -3.1457
H 1.8671 -21.7085 1.9783
H 5.8047 -22.5310 -0.3470
H 2.7588 -24.8516 -2.1153
H 6.2520 -24.4344 -2.5086
H 4.6746 -22.8424 2.2236
H 4.7730 -24.3865 -3.5473
H 2.1655 -23.3974 2.4797
H 2.8001 -22.1379 3.4361



- Which of these has the highest relative energy (zero: lowest compared OMol25 entry of this formula, charge and spin)?
  C6H11BrN2